[1]
A cluster of 2 separate species, C4H12OS in total in a non-equilibrium geometry. Source: the Open Molecules 2025 dataset; level of theory: ωB97M-V/def2-TZVPD.

The molecular weight is 108.21 Da. The value obtained for the orbital gap is 10.05 eV. The calculation puts the strongest force on any atom at 1.65 eV Å⁻¹. As for the energy above the lowest of the compared OMol25 structures with the same formula, charge and spin: 25.9 kcal/mol. The SMILES is CCO.CCS. The HOMO energy comes out at -9.0130 eV. As for the total energy: -17224.41968 eV.

Geometry (Å):
1 C 0.956 2.020 -0.968
2 C 0.849 3.373 -0.284
3 O 2.128 3.784 0.282
4 H 0.779 1.221 -0.288
5 H 0.281 1.898 -1.801
6 H 2.005 1.867 -1.186
7 H 0.250 3.216 0.619
8 H 0.440 4.136 -0.940
9 H 2.045 4.740 0.316
10 C -1.815 -3.326 0.154
11 C -0.589 -3.083 1.016
12 S 0.178 -1.430 0.702
13 H -2.431 -4.134 0.563
14 H -1.553 -3.758 -0.812
15 H -2.383 -2.414 0.107
16 H -0.756 -3.138 2.088
17 H 0.204 -3.793 0.787
18 H -0.588 -1.178 -0.356

=====

[2]
A cluster of 2 separate species, C4H12OS in total in a non-equilibrium geometry. Source: the Open Molecules 2025 dataset; level of theory: ωB97M-V/def2-TZVPD.

The molecular weight is 108.21 Da. The value obtained for the orbital gap is 9.52 eV. The calculation puts the strongest force on any atom at 2.64 eV Å⁻¹. As for the energy above the lowest of the compared OMol25 structures with the same formula, charge and spin: 36.0 kcal/mol. The SMILES is CCSC.CO. The HOMO energy comes out at -8.6255 eV. As for the total energy: -17223.98461 eV.

Geometry (Å):
1 C -1.011 1.517 -0.399
2 C -1.450 0.023 -0.260
3 S -1.373 -0.454 1.484
4 C -2.373 -2.014 1.346
5 H -1.722 2.280 -0.726
6 H -0.001 1.588 -0.825
7 H -0.859 1.772 0.655
8 H -2.461 -0.067 -0.671
9 H -0.709 -0.517 -0.839
10 H -3.058 -2.085 0.511
11 H -1.789 -2.918 1.444
12 H -3.097 -1.899 2.153
13 C 3.299 0.261 -0.360
14 O 3.426 0.765 -1.679
15 H 4.258 0.047 0.101
16 H 2.581 0.733 0.305
17 H 2.893 -0.756 -0.573
18 H 3.444 1.724 -1.664

=====

[3]
A cluster of 2 separate species, C4H12OS in total in a non-equilibrium geometry. Source: the Open Molecules 2025 dataset; level of theory: ωB97M-V/def2-TZVPD.

The molecular weight is 108.21 Da. The value obtained for the orbital gap is 9.82 eV. The calculation puts the strongest force on any atom at 1.59 eV Å⁻¹. As for the energy above the lowest of the compared OMol25 structures with the same formula, charge and spin: 17.1 kcal/mol. The SMILES is CCO.CCS. The HOMO energy comes out at -9.0124 eV. As for the total energy: -17224.80086 eV.

Geometry (Å):
1 C 0.465 -2.342 0.325
2 C 0.373 -2.198 1.819
3 O 1.348 -1.206 2.234
4 H 1.493 -2.418 0.013
5 H -0.084 -3.234 0.025
6 H -0.005 -1.516 -0.208
7 H 0.599 -3.116 2.341
8 H -0.622 -1.806 2.014
9 H 0.933 -0.743 2.974
10 C -0.662 2.423 -2.138
11 C 0.124 1.970 -0.903
12 S -0.959 1.736 0.551
13 H -1.495 1.759 -2.356
14 H 0.040 2.551 -2.958
15 H -1.087 3.399 -1.929
16 H 0.580 0.999 -1.088
17 H 0.866 2.719 -0.659
18 H -1.906 1.023 -0.056

=====

[4]
A cluster of 2 separate species, C4H12OSi in total in a non-equilibrium geometry. Source: the Open Molecules 2025 dataset; level of theory: ωB97M-V/def2-TZVPD.

The molecular weight is 104.22 Da. The value obtained for the orbital gap (alpha / beta) is 8.20 / 6.94 eV. The calculation puts the strongest force on any atom at 1.77 eV Å⁻¹. As for the energy above the lowest of the compared OMol25 structures with the same formula, charge and spin: 127.4 kcal/mol. The HOMO energy (alpha / beta) comes out at -8.3197 / -7.2288 eV. As for the total energy: -14264.21087 eV.

Geometry (Å):
1 C -2.142 0.975 -0.112
2 C 1.255 -2.002 -0.198
3 C 1.489 1.249 -0.474
4 C -1.412 -0.311 -0.475
5 O -1.953 -1.437 0.203
6 Si 0.462 -0.290 -0.079
7 H -1.831 1.783 -0.773
8 H -3.221 0.834 -0.208
9 H -1.910 1.249 0.918
10 H 0.705 -2.714 0.416
11 H 1.238 -2.373 -1.224
12 H 2.289 -1.987 0.140
13 H 0.903 2.145 -0.299
14 H 2.350 1.298 0.183
15 H 1.845 1.265 -1.501
16 H -1.579 -0.534 -1.535
17 H -1.953 -1.226 1.146
18 H -0.029 0.567 2.706

=====

[5]
The molecule C4H12OSi2 in a non-equilibrium geometry. Source: the Open Molecules 2025 dataset; level of theory: ωB97M-V/def2-TZVPD.

The molecular weight is 132.31 Da. The value obtained for the orbital gap is 8.28 eV. The calculation puts the strongest force on any atom at 4.05 eV Å⁻¹. As for the energy above the lowest of the compared OMol25 structures with the same formula, charge and spin: 92.6 kcal/mol. The SMILES is C=[Si](C[SiH3])OCC. The HOMO energy comes out at -7.9051 eV. As for the total energy: -22142.99055 eV.

Geometry (Å):
1 C -0.346 0.004 2.658
2 Si 0.181 0.663 1.081
3 C -0.612 2.092 0.211
4 Si -1.278 1.531 -1.426
5 O 0.928 -0.105 -0.164
6 C 1.496 -1.360 -0.498
7 C 0.474 -2.456 -0.661
8 H -0.979 0.756 3.118
9 H 0.416 -0.228 3.293
10 H 0.171 2.813 -0.097
11 H -1.261 2.594 0.907
12 H -0.034 1.018 -1.953
13 H -1.351 2.711 -2.335
14 H -2.650 0.882 -1.076
15 H 1.902 -1.156 -1.501
16 H 2.321 -1.639 0.230
17 H -0.279 -2.185 -1.375
18 H 0.910 -3.429 -0.651
19 H -0.011 -2.507 0.242

=====

[6]
A cluster of 2 separate species, C4H12S in total. Source: the Open Molecules 2025 dataset; level of theory: ωB97M-V/def2-TZVPD.

The molecular weight is 92.21 Da. The value obtained for the orbital gap (alpha / beta) is 2.28 / 8.72 eV. As for the multiplicity: 2. The calculation puts the strongest force on any atom at 1.00 eV Å⁻¹. As for the energy above the lowest of the compared OMol25 structures with the same formula, charge and spin: 3.3 kcal/mol. Its expectation value of S² is 0.75. Its total charge is -1. The HOMO energy (alpha / beta) comes out at 1.3080 / -5.0941 eV. As for the total energy: -15176.23380 eV.

Geometry (Å):
1 C 2.098 -0.303 -0.764
2 C 2.420 1.096 -0.258
3 H 2.963 -0.689 -1.323
4 H 1.986 -1.006 0.070
5 H 1.276 -0.375 -1.478
6 H 3.273 1.095 0.426
7 H 1.632 1.539 0.346
8 H 2.591 1.764 -1.109
9 C -2.472 -0.930 1.127
10 C -1.895 -0.408 -0.204
11 S -1.864 1.411 -0.365
12 H -1.822 -1.711 1.505
13 H -2.532 -0.136 1.854
14 H -3.467 -1.368 1.036
15 H -2.479 -0.771 -1.045
16 H -0.875 -0.757 -0.309
17 H -0.834 1.549 0.489

=====

[7]
A cluster of 2 separate species, C4H12S in total in a non-equilibrium geometry. Source: the Open Molecules 2025 dataset; level of theory: ωB97M-V/def2-TZVPD.

The molecular weight is 92.21 Da. The value obtained for the orbital gap is 9.48 eV. The calculation puts the strongest force on any atom at 1.78 eV Å⁻¹. As for the energy above the lowest of the compared OMol25 structures with the same formula, charge and spin: 9.2 kcal/mol. The SMILES is CSC.CC. The HOMO energy comes out at -8.4895 eV. As for the total energy: -15177.30594 eV.

Geometry (Å):
1 C -0.915 -1.290 2.540
2 S 0.283 0.053 2.279
3 C -0.590 1.340 1.368
4 H -1.519 -1.336 1.634
5 H -1.606 -1.164 3.376
6 H -0.365 -2.206 2.732
7 H -1.093 2.013 2.068
8 H 0.117 2.019 0.896
9 H -1.316 1.033 0.621
10 C 0.527 0.381 -1.758
11 C 1.305 -0.535 -2.686
12 H -0.492 0.067 -1.500
13 H 0.924 0.543 -0.757
14 H 0.324 1.394 -2.124
15 H 2.100 0.011 -3.183
16 H 0.626 -0.966 -3.421
17 H 1.689 -1.357 -2.084

=====

[8]
A cluster of 2 separate species, C4H12S in total in a non-equilibrium geometry. Source: the Open Molecules 2025 dataset; level of theory: ωB97M-V/def2-TZVPD.

The molecular weight is 92.21 Da. The value obtained for the orbital gap is 10.14 eV. The calculation puts the strongest force on any atom at 3.38 eV Å⁻¹. As for the energy above the lowest of the compared OMol25 structures with the same formula, charge and spin: 34.3 kcal/mol. The SMILES is CCS.CC. The HOMO energy comes out at -9.1369 eV. As for the total energy: -15176.21964 eV.

Geometry (Å):
1 C 1.074 0.569 -0.978
2 C -0.472 0.279 -0.640
3 S -1.967 0.246 -1.758
4 H 1.400 1.641 -1.086
5 H 1.521 0.181 -1.891
6 H 1.576 0.082 -0.163
7 H -0.292 -0.745 -0.066
8 H -0.574 1.149 0.157
9 H -1.336 -0.554 -2.624
10 C 0.948 -0.162 2.829
11 C 1.899 -1.046 2.004
12 H 0.613 -0.746 3.669
13 H 1.322 0.741 3.309
14 H 0.179 0.207 2.186
15 H 1.344 -2.012 1.774
16 H 2.840 -1.285 2.488
17 H 2.181 -0.439 1.090

=====

[9]
A cluster of 2 separate species, C4H12S2 in total in a non-equilibrium geometry. Source: the Open Molecules 2025 dataset; level of theory: ωB97M-V/def2-TZVPD.

The molecular weight is 124.27 Da. The value obtained for the orbital gap is 9.70 eV. The calculation puts the strongest force on any atom at 1.81 eV Å⁻¹. As for the energy above the lowest of the compared OMol25 structures with the same formula, charge and spin: 14.3 kcal/mol. The SMILES is CCS.CCS. The HOMO energy comes out at -8.9091 eV. As for the total energy: -26012.49646 eV.

Geometry (Å):
1 C 2.254 -0.617 -0.079
2 C 1.152 -1.672 0.123
3 S 0.334 -2.136 -1.420
4 H 2.719 -0.344 0.868
5 H 3.005 -0.993 -0.788
6 H 1.845 0.257 -0.608
7 H 0.466 -1.230 0.840
8 H 1.560 -2.577 0.576
9 H 0.912 -1.049 -2.012
10 C -1.087 1.182 1.164
11 C -1.988 0.761 0.026
12 S -1.266 1.355 -1.604
13 H -0.192 0.617 1.426
14 H -0.644 2.168 0.978
15 H -1.648 1.252 2.120
16 H -2.989 1.162 0.109
17 H -2.100 -0.335 -0.002
18 H -2.334 2.198 -1.718

=====

[10]
A cluster of 2 separate species, C4H12S2 in total in a non-equilibrium geometry. Source: the Open Molecules 2025 dataset; level of theory: ωB97M-V/def2-TZVPD.

The molecular weight is 124.27 Da. The value obtained for the orbital gap is 9.27 eV. The calculation puts the strongest force on any atom at 3.69 eV Å⁻¹. As for the energy above the lowest of the compared OMol25 structures with the same formula, charge and spin: 36.0 kcal/mol. The SMILES is CSC.CSC. The HOMO energy comes out at -8.3284 eV. As for the total energy: -26011.55528 eV.

Geometry (Å):
1 C 1.313 -1.150 -1.926
2 S 1.893 -0.158 -0.522
3 C 3.510 -1.099 -0.331
4 H 0.222 -1.103 -1.789
5 H 1.626 -0.606 -2.956
6 H 1.710 -2.169 -2.061
7 H 3.283 -2.079 0.174
8 H 4.126 -0.559 0.312
9 H 3.951 -1.189 -1.489
10 C -2.655 1.627 1.852
11 S -1.849 1.016 0.354
12 C -2.244 -0.704 0.703
13 H -2.691 2.743 1.603
14 H -3.699 1.204 1.932
15 H -2.111 1.343 2.755
16 H -3.293 -0.963 0.868
17 H -1.713 -1.049 1.607
18 H -1.661 -1.347 -0.068

=====

[11]
A cluster of 3 separate species, C4H13BN4O7 in total in a non-equilibrium geometry. Source: the Open Molecules 2025 dataset; level of theory: ωB97M-V/def2-TZVPD.

The molecular weight is 239.98 Da. The value obtained for the orbital gap is 10.13 eV. The calculation puts the strongest force on any atom at 1.82 eV Å⁻¹. The SMILES is O=C(O)OCB(O)O.NC(N)=O.NC(N)=O. The HOMO energy comes out at -9.6936 eV. As for the total energy: -25332.58943 eV.

Geometry (Å):
1 O 3.211 -0.469 0.707
2 C 2.553 0.543 0.854
3 O 2.547 1.561 -0.053
4 O 1.827 0.772 1.950
5 C 0.541 1.382 1.671
6 B -0.293 0.473 0.636
7 O -0.673 1.022 -0.544
8 O -0.579 -0.847 0.892
9 H 1.912 1.349 -0.741
10 H 0.016 1.469 2.605
11 H 0.709 2.371 1.268
12 H -0.753 1.984 -0.490
13 H 0.054 -1.420 0.455
14 N -3.645 4.544 -2.255
15 C -3.111 3.378 -1.787
16 N -3.760 2.234 -2.148
17 O -2.109 3.357 -1.086
18 H -4.463 4.586 -2.830
19 H -3.182 5.395 -2.002
20 H -3.376 1.367 -1.820
21 H -4.581 2.220 -2.721
22 N 1.836 -5.795 0.981
23 C 2.092 -4.570 0.421
24 N 2.500 -3.599 1.293
25 O 1.957 -4.360 -0.772
26 H 1.937 -5.990 1.957
27 H 1.532 -6.524 0.366
28 H 2.699 -2.692 0.913
29 H 2.602 -3.743 2.278

=====

[12]
A cluster of 2 separate species, C4H13N in total in a non-equilibrium geometry. Source: the Open Molecules 2025 dataset; level of theory: ωB97M-V/def2-TZVPD.

The molecular weight is 75.15 Da. The value obtained for the orbital gap is 9.99 eV. The calculation puts the strongest force on any atom at 6.71 eV Å⁻¹. As for the energy above the lowest of the compared OMol25 structures with the same formula, charge and spin: 38.3 kcal/mol. The SMILES is CCN.CC. The HOMO energy comes out at -8.8777 eV. As for the total energy: -5846.96959 eV.

Geometry (Å):
1 C 2.336 1.556 0.095
2 C 2.609 2.798 1.087
3 N 1.865 2.738 2.366
4 H 3.018 0.662 0.389
5 H 1.400 1.386 0.572
6 H 2.485 1.699 -0.895
7 H 3.598 3.153 1.302
8 H 2.190 3.696 0.601
9 H 1.547 3.567 2.780
10 H 2.180 1.967 3.016
11 C -2.561 -2.682 -2.054
12 C -3.196 -3.246 -0.833
13 H -3.003 -3.039 -3.012
14 H -1.545 -2.855 -1.979
15 H -2.557 -1.629 -2.115
16 H -3.462 -2.252 -0.287
17 H -4.268 -3.667 -0.936
18 H -2.637 -3.853 -0.098

=====

> Which value of strongest force on any atom does entry 3 give?

1.59 eV Å⁻¹